The following is a quantum chemistry calculation of a molecular structure, C51H47N4O3P2ReS, from the Open Molecules 2025 dataset.

Its total energy is -97270.995 eV. The value obtained for the HOMO energy (spin up / spin down) is -15.1 / -14.8 eV. The relative energy (zero: lowest compared OMol25 entry of this formula, charge and spin) is 7.65 kJ/mol. The orbital gap (spin up / spin down) is 0.1903 / 0.1787 Ha.

Geometry as ORCA input:
```
! wB97M-V def2-TZVPD RIJCOSX def2/J DEFGRID3
* xyz 3 2
Re 0.297 0.095 -0.882
C -0.538 1.152 4.471
O -0.270 1.392 3.075
C -0.749 0.613 2.132
O -0.441 0.892 0.963
N -1.574 -0.386 2.462
N -2.230 -1.107 1.455
H 0.007 1.929 4.997
H -0.155 0.172 4.760
H -1.604 1.256 4.676
H -1.849 -0.507 3.429
H -3.222 -0.889 1.477
H -2.090 -2.102 1.610
O 0.144 -3.262 -2.021
C -0.255 -3.513 -0.703
C -1.151 -4.563 -0.549
C -1.515 -4.988 0.715
C -0.957 -4.373 1.829
C -0.020 -3.368 1.664
C 0.380 -2.925 0.395
P 1.656 -1.614 0.261
C 2.318 -1.334 1.917
C 2.879 -2.364 2.675
C 3.500 -2.081 3.875
C 3.593 -0.763 4.318
C 3.069 0.267 3.557
C 2.432 -0.018 2.354
C 3.071 -2.398 -0.590
C 3.009 -3.631 -1.233
C 4.139 -4.166 -1.836
C 5.345 -3.485 -1.791
C 5.430 -2.280 -1.107
C 4.306 -1.747 -0.501
C -1.702 -1.794 -3.090
C -2.267 -2.792 -4.025
C -2.667 -2.499 -5.291
C -2.493 -1.179 -5.735
C -2.020 -0.143 -4.912
C -1.702 -0.390 -3.605
P -1.393 0.991 -2.377
C -3.118 1.241 -1.843
C -4.188 1.293 -2.738
C -5.467 1.565 -2.288
C -5.693 1.810 -0.939
C -4.636 1.778 -0.043
C -3.354 1.486 -0.490
C -1.096 2.425 -3.448
C -0.008 2.420 -4.322
C 0.307 3.546 -5.062
C -0.459 4.699 -4.924
C -1.540 4.714 -4.058
C -1.864 3.582 -3.323
H -1.536 -5.058 -1.429
H -2.206 -5.810 0.832
H -1.217 -4.707 2.823
H 0.436 -2.928 2.539
H 2.852 -3.387 2.320
H 3.932 -2.878 4.461
H 4.097 -0.545 5.249
H 3.171 1.293 3.882
H 2.047 0.791 1.744
H 2.092 -4.199 -1.263
H 4.078 -5.127 -2.326
H 6.224 -3.910 -2.252
H 6.380 -1.774 -1.016
H 4.412 -0.858 0.107
H -2.346 -3.806 -3.653
H -3.081 -3.248 -5.947
H -2.766 -0.936 -6.755
H -1.982 0.862 -5.313
H -4.031 1.142 -3.799
H -6.289 1.602 -2.988
H -6.690 2.036 -0.591
H -4.809 1.991 1.003
H -2.533 1.450 0.207
H 0.592 1.528 -4.442
H 1.141 3.527 -5.747
H -0.216 5.580 -5.500
H -2.144 5.605 -3.958
H -2.721 3.607 -2.663
C 2.677 0.080 -3.617
C 1.603 -0.932 -3.560
C 1.458 -1.987 -4.576
C 0.426 -2.739 -4.224
C -0.138 -2.235 -2.914
C -2.562 -1.871 -1.802
N 0.705 -1.028 -2.628
H 2.911 0.332 -4.650
H 3.580 -0.355 -3.177
H 2.418 0.978 -3.063
H 2.119 -2.110 -5.416
H 0.074 -3.645 -4.685
H -3.539 -1.441 -2.017
H -2.127 -1.308 -0.973
H -2.693 -2.900 -1.487
S 1.143 4.598 -0.656
C 0.363 3.097 -0.718
N 1.114 2.031 -0.881
C 2.465 2.415 -0.936
C 3.560 1.561 -1.017
C 4.824 2.106 -1.028
C 5.013 3.495 -0.957
C 3.939 4.351 -0.863
C 2.660 3.793 -0.846
H -0.706 3.036 -0.599
H 3.401 0.496 -1.081
H 5.687 1.459 -1.087
H 6.015 3.898 -0.971
H 4.083 5.419 -0.792
*
```


The following is a quantum chemistry calculation of a molecular structure, C51H48As2ClIrN7O2P, from the Open Molecules 2025 dataset.

Its total energy is -214509.448 eV. The value obtained for the HOMO energy (spin up / spin down) is -8.4 / -10.2 eV. The relative energy (zero: lowest compared OMol25 entry of this formula, charge and spin) is 158.73 kJ/mol. The orbital gap (spin up / spin down) is 0.2381 / 0.2458 Ha.

Geometry as ORCA input:
```
! wB97M-V def2-TZVPD RIJCOSX def2/J DEFGRID3
* xyz 1 6
Ir -0.210 -0.847 -0.150
C 2.692 -2.901 -4.422
N 1.595 -2.252 -3.725
C 0.396 -1.900 -4.285
C -0.359 -1.367 -3.285
N 0.370 -1.390 -2.131
C 1.549 -1.943 -2.410
P 2.885 -2.259 -1.178
C 2.922 -0.906 -0.067
N 1.770 -0.016 0.122
C 2.171 0.698 1.385
C 3.620 1.098 1.050
N 3.937 0.158 -0.137
C 5.340 -0.236 -0.274
C 1.819 -3.389 -0.200
N 0.555 -3.126 0.073
C 0.038 -4.227 0.688
C 1.016 -5.173 0.795
N 2.141 -4.635 0.225
C 3.424 -5.301 0.106
H 2.397 -3.045 -5.458
H 3.585 -2.280 -4.386
H 2.905 -3.870 -3.973
H 0.187 -2.056 -5.327
H -1.354 -0.962 -3.326
H 1.549 1.588 1.484
H 4.311 0.991 1.881
H 5.970 0.652 -0.278
H 5.596 -0.878 0.566
H 5.461 -0.783 -1.207
H -0.987 -4.261 1.013
H 1.015 -6.162 1.215
H 3.612 -5.877 1.010
H 3.434 -5.967 -0.757
H 4.207 -4.554 -0.007
C -1.968 2.993 -0.671
C -2.559 2.746 0.709
As -1.247 2.981 2.164
C 2.093 -0.073 2.687
C 1.633 0.628 3.798
C 1.616 0.047 5.056
C 2.076 -1.248 5.226
C 2.551 -1.950 4.129
C 2.562 -1.373 2.869
C -1.565 4.858 2.559
C -1.767 5.218 3.891
C -1.971 6.544 4.245
C -1.965 7.531 3.272
C -1.753 7.188 1.944
C -1.554 5.863 1.591
As -0.757 1.572 -1.266
C 1.047 2.193 -0.884
C 1.958 1.019 -1.014
C 3.448 1.320 -1.001
C 3.746 2.327 0.103
C 2.801 3.474 0.177
C 1.523 3.377 -0.347
C -0.837 1.874 -3.193
C 0.295 2.195 -3.932
C 0.221 2.319 -5.312
C -0.988 2.125 -5.963
C -2.122 1.806 -5.227
C -2.050 1.675 -3.849
H -1.451 3.951 -0.735
H -2.747 2.998 -1.439
H -2.945 1.724 0.759
H -3.383 3.437 0.898
H 1.274 1.640 3.677
H 1.242 0.608 5.902
H 2.063 -1.708 6.205
H 2.913 -2.963 4.253
H 2.935 -1.925 2.019
H -1.774 4.456 4.662
H -2.137 6.805 5.281
H -2.123 8.565 3.546
H -1.747 7.954 1.181
H -1.396 5.616 0.547
H 1.714 0.480 -1.930
H 3.920 1.391 -1.979
H 4.781 2.670 0.088
H 3.138 4.399 0.620
H 0.869 4.240 -0.282
H 1.245 2.370 -3.437
H 1.107 2.577 -5.878
H -1.049 2.229 -7.037
H -3.069 1.654 -5.728
H -2.930 1.385 -3.286
Cl -6.783 -4.897 -3.925
C -5.685 -3.829 -3.109
C -4.453 -4.310 -2.694
C -3.582 -3.455 -2.041
C -3.933 -2.130 -1.818
C -5.173 -1.664 -2.245
C -6.059 -2.512 -2.887
C -2.977 -1.179 -1.159
O -3.151 0.038 -1.255
O -2.014 -1.763 -0.530
H -4.190 -5.341 -2.881
H -2.620 -3.810 -1.698
H -5.432 -0.629 -2.069
H -7.028 -2.164 -3.214
N -0.815 -0.574 1.597
C -1.283 -1.068 2.752
C -2.321 -0.393 3.432
C -2.812 -0.897 4.617
C -2.286 -2.071 5.152
C -1.268 -2.744 4.488
C -0.764 -2.258 3.299
H -2.729 0.509 3.001
H -3.612 -0.380 5.129
H -2.676 -2.462 6.081
H -0.862 -3.656 4.906
H 0.030 -2.768 2.778
*
```


The following is a quantum chemistry calculation of a molecular structure, C51H48N9O7SSeTc, from the Open Molecules 2025 dataset.

Its total energy is -159787.980 eV. The value obtained for the HOMO energy (spin up / spin down) is -10.1 / -10.1 eV. The relative energy (zero: lowest compared OMol25 entry of this formula, charge and spin) is 0.00 kJ/mol. The orbital gap (spin up / spin down) is 0.2522 / 0.2255 Ha.

Geometry as ORCA input:
```
! wB97M-V def2-TZVPD RIJCOSX def2/J DEFGRID3
* xyz 1 4
Tc 0.157 -0.049 -0.222
O 0.550 0.501 3.951
S 0.460 1.192 2.693
O -0.684 2.060 2.519
O 0.088 -0.086 1.653
O 1.693 1.706 2.141
C -8.439 10.631 0.151
O -8.813 9.262 0.074
C -7.833 8.342 0.022
C -6.472 8.637 0.023
C -5.550 7.606 -0.036
C -5.958 6.278 -0.097
C -7.327 5.997 -0.097
C -8.256 7.011 -0.038
C -4.945 5.227 -0.155
N -3.645 5.425 -0.211
C -3.091 4.179 -0.240
C -4.064 3.202 -0.206
N -5.251 3.891 -0.154
C -3.772 1.809 -0.214
C -4.704 0.765 -0.130
C -4.267 -0.536 -0.106
C -2.898 -0.800 -0.164
N -2.001 0.171 -0.265
C -2.410 1.463 -0.287
C -1.388 2.474 -0.328
N -0.103 2.049 -0.345
C 0.887 2.921 -0.257
C 0.644 4.296 -0.194
C -0.648 4.753 -0.207
C -1.704 3.831 -0.276
H -9.368 11.190 0.196
H -7.873 10.933 -0.732
H -7.853 10.827 1.052
H -6.123 9.658 0.071
H -4.491 7.828 -0.031
H -7.695 4.979 -0.148
H -9.317 6.804 -0.039
H -6.175 3.506 -0.076
H -5.764 0.979 -0.073
H -4.961 -1.361 -0.031
H -2.512 -1.809 -0.115
H 1.884 2.511 -0.194
H 1.481 4.973 -0.103
H -0.878 5.809 -0.145
C -0.682 5.978 -4.076
O -0.502 5.341 -5.330
C 0.545 4.496 -5.466
C 0.667 3.877 -6.713
C 1.708 3.005 -6.942
C 2.610 2.693 -5.925
C 2.513 3.338 -4.700
C 1.484 4.241 -4.469
N 3.623 1.753 -6.308
N 4.013 0.828 -5.585
C 3.477 0.622 -4.261
C 4.348 0.656 -3.206
C 3.917 0.474 -1.875
C 2.587 0.238 -1.621
O 2.089 0.090 -0.390
C 1.685 0.149 -2.718
N 0.378 -0.070 -2.393
C -0.518 -0.191 -3.348
C -0.168 -0.120 -4.705
C 1.131 0.131 -5.051
C 2.109 0.304 -4.046
H -1.583 6.575 -4.166
H 0.162 6.629 -3.837
H -0.812 5.241 -3.278
H -0.048 4.120 -7.487
H 1.839 2.546 -7.914
H 3.233 3.151 -3.915
H 1.432 4.746 -3.515
H 5.394 0.853 -3.403
H 4.621 0.527 -1.056
H -1.546 -0.349 -3.043
H -0.932 -0.255 -5.458
H 1.416 0.196 -6.093
C -1.888 -5.107 2.156
C -0.658 -5.114 3.057
C -0.529 -3.861 3.919
C -0.216 -2.583 3.146
N 1.105 -2.641 2.519
C 1.401 -2.737 1.218
Se 0.192 -2.640 -0.236
N 2.734 -2.787 1.064
C 3.455 -2.928 -0.201
C 3.385 -4.317 -0.826
C 4.059 -5.441 -0.040
C 3.265 -5.959 1.156
C 3.326 -2.699 2.316
C 4.661 -2.698 2.714
C 4.899 -2.557 4.064
C 3.853 -2.410 4.989
C 2.533 -2.421 4.597
C 2.292 -2.594 3.237
H -1.994 -6.052 1.621
H -1.839 -4.315 1.408
H -2.797 -4.958 2.745
H 0.249 -5.242 2.457
H -0.698 -5.985 3.714
H 0.232 -4.012 4.687
H -1.467 -3.686 4.454
H -0.207 -1.704 3.789
H -0.933 -2.400 2.351
H 4.492 -2.681 0.025
H 3.080 -2.165 -0.879
H 3.865 -4.222 -1.804
H 2.344 -4.579 -1.029
H 5.057 -5.119 0.277
H 4.222 -6.273 -0.727
H 3.228 -5.251 1.984
H 3.707 -6.878 1.543
H 2.237 -6.192 0.864
H 5.475 -2.794 2.010
H 5.921 -2.541 4.421
H 4.093 -2.265 6.034
H 1.730 -2.266 5.301
*
```


The following is a quantum chemistry calculation of a molecular structure, C51H49AsN8Rb in a non-equilibrium geometry, from the Open Molecules 2025 dataset.

Its total energy is -127097.666 eV. The value obtained for the HOMO energy is -2.8 eV. The relative energy (zero: lowest compared OMol25 entry of this formula, charge and spin) is 0.00 kJ/mol. The orbital gap is 0.1531 Ha.

Geometry as ORCA input:
```
! wB97M-V def2-TZVPD RIJCOSX def2/J DEFGRID3
* xyz -1 1
Rb 10.268 12.768 14.415
C 8.280 16.210 17.434
C 7.377 17.126 16.889
C 7.135 17.111 15.514
C 7.837 16.201 14.691
N 8.725 15.334 15.217
C 8.924 15.348 16.544
C 7.606 16.178 13.244
C 6.851 17.191 12.631
C 6.566 17.059 11.286
C 7.058 15.973 10.581
C 7.909 15.068 11.252
N 8.160 15.187 12.555
C 8.562 13.954 10.531
C 8.516 13.913 9.116
C 9.019 12.800 8.440
C 9.611 11.758 9.181
C 9.602 11.897 10.562
N 9.158 12.970 11.233
H 8.518 16.158 18.505
H 6.891 17.845 17.536
H 6.401 17.804 15.074
H 9.627 14.589 16.915
H 6.465 18.052 13.213
H 5.950 17.816 10.781
H 6.780 15.769 9.541
H 8.060 14.758 8.580
H 8.936 12.740 7.350
H 10.032 10.866 8.706
H 9.958 11.046 11.165
N 15.640 9.769 16.241
C 14.321 9.488 16.128
C 13.424 10.490 15.718
N 12.128 10.249 15.608
C 11.707 8.944 15.709
C 12.613 7.982 16.144
N 13.910 8.230 16.366
H 15.946 10.734 16.273
H 16.216 9.052 16.658
H 13.806 11.485 15.507
H 10.633 8.767 15.528
H 12.311 6.959 16.359
C 11.953 10.291 12.345
C 13.047 9.498 12.496
C 14.348 10.077 12.523
C 15.476 9.337 12.776
C 15.361 7.956 12.963
C 14.095 7.338 12.894
C 12.979 8.091 12.674
C 16.538 7.180 13.138
N 17.479 6.505 13.254
H 10.959 9.992 12.663
H 12.047 11.274 11.872
H 14.458 11.163 12.379
H 16.463 9.773 12.892
H 14.059 6.251 13.040
H 11.992 7.604 12.631
C 15.368 8.386 21.089
C 14.595 9.435 20.388
C 15.132 10.682 20.071
C 14.429 11.638 19.347
C 15.172 12.921 18.984
C 13.072 11.378 18.983
As 12.188 12.756 17.852
N 10.430 12.337 17.259
C 9.287 12.156 17.950
C 8.151 11.647 17.219
C 6.921 11.498 17.796
C 6.725 11.764 19.159
C 7.810 12.256 19.896
C 9.047 12.461 19.322
C 11.935 14.350 18.995
C 11.830 15.592 18.325
C 12.236 15.835 16.877
C 11.410 16.731 19.023
C 11.163 16.712 20.400
C 10.685 17.933 21.134
C 11.396 15.521 21.070
C 11.762 14.343 20.417
C 11.988 13.154 21.351
C 12.504 10.143 19.319
C 11.076 9.683 19.050
C 13.271 9.214 20.019
H 16.297 8.768 21.513
H 15.633 7.571 20.399
H 14.807 7.955 21.916
H 16.152 10.926 20.380
H 16.150 12.833 19.441
H 14.696 13.815 19.377
H 15.320 13.019 17.910
H 8.316 11.338 16.183
H 6.100 11.162 17.142
H 5.777 11.545 19.643
H 7.673 12.440 20.953
H 9.861 12.892 19.893
H 11.967 15.013 16.195
H 13.326 15.980 16.831
H 11.798 16.765 16.486
H 11.300 17.653 18.460
H 10.459 18.743 20.437
H 11.446 18.269 21.824
H 9.801 17.675 21.725
H 11.243 15.466 22.149
H 11.643 13.485 22.331
H 13.040 12.865 21.434
H 11.431 12.249 21.055
H 10.695 9.947 18.054
H 10.374 10.075 19.792
H 11.084 8.602 19.166
H 12.785 8.295 20.311
*
```